Below is a single C22H22ClN3O2S molecule, with properties calculated with the ωB97M-V functional and the def2-TZVPD basis.

Atoms and positions in Å:
C 6.634 -2.139 -2.025
H 5.789 -3.351 -4.391
C -0.910 0.494 -2.324
H 4.753 -3.556 -2.963
C 0.678 -1.192 -2.909
H 0.995 -2.725 -1.476
H 7.323 -2.897 -2.396
C -2.590 1.807 3.003
H -1.503 1.933 4.854
C -0.025 -0.039 -3.237
C -3.505 2.464 2.177
H 6.070 -2.568 -1.182
C 1.608 -1.810 -3.912
C 0.448 -1.824 -1.696
Cl -2.164 4.442 5.980
H 7.217 -1.293 -1.665
C -2.677 3.683 4.512
O 1.189 -2.340 -4.924
H 5.304 -0.051 -1.948
C 3.885 -2.354 -4.516
H -3.940 5.320 3.945
C 5.092 -2.833 -3.725
H 0.749 -3.482 0.661
H 2.850 -0.224 -2.187
H -0.612 -3.933 -0.408
C -3.984 3.716 2.516
H 4.846 0.064 -3.650
H 4.199 -1.633 -5.278
C -0.477 -1.323 -0.779
C -1.834 -0.095 1.517
C 3.476 -1.079 -2.454
N 2.922 -1.749 -3.612
C -3.570 4.342 3.679
H 3.389 -3.187 -5.019
O -1.343 -2.124 2.567
H -0.837 -3.835 1.357
C -2.196 2.430 4.192
H -1.452 1.401 -2.543
N 5.794 -1.709 -3.119
C -2.038 0.503 2.709
H -4.693 4.210 1.870
H -3.873 1.981 1.287
C -1.131 -0.132 -1.104
H 0.131 0.434 -4.194
C 4.896 -0.612 -2.789
N -0.745 -2.013 0.402
C -0.328 -3.399 0.498
H -1.705 -0.068 3.568
S -2.283 0.633 -0.016
C -1.292 -1.473 1.538
H 3.508 -1.760 -1.593

SMILES: CN1CCN(C(=O)c2ccc3c(c2)N(C)C(=O)/C(=C/c2cccc(Cl)c2)S3)CC1
Relative energy (zero: lowest compared OMol25 entry of this formula, charge and spin) in eV: 0.293
F_max in eV/Å: 0.9
2S+1: 1
M in g mol⁻¹: 428.0
Orbital gap in eV: 7.94
E in eV: -55094.5190
E_HOMO in eV: -8.092
E_LUMO in eV: -0.15

Below is a single C22H22ClN3O4 molecule, with properties calculated with the ωB97M-V functional and the def2-TZVPD basis.

Atoms and positions in Å:
H -5.190 1.578 0.067
H -3.141 2.185 -1.232
H 3.517 2.298 0.836
C 0.793 -3.041 -2.733
H 1.521 3.685 1.174
C 0.184 0.690 2.966
O -0.017 -1.917 4.171
O -0.277 -4.133 -0.504
C -0.431 -0.631 0.917
C -1.816 -0.042 0.701
C 0.921 2.845 0.781
C -0.253 -2.805 -0.530
C -4.130 0.128 1.254
C 2.671 1.650 -1.045
C 1.539 1.252 2.510
H 3.301 0.532 0.686
H 1.754 -3.188 -4.638
C -0.402 -2.800 1.906
H 2.299 0.488 2.690
C 0.081 -2.233 -1.840
C 0.793 2.972 -0.737
C -2.894 -0.455 1.477
C 0.886 -1.256 -4.317
H 2.072 0.806 -1.423
C -0.243 -0.932 -2.227
H -2.764 -1.211 2.236
H 0.115 2.186 -1.100
C 1.198 -2.561 -3.960
Cl 1.396 -0.641 -5.844
N -1.930 0.884 -0.241
O -0.474 -4.015 2.075
H 3.640 1.658 -1.546
H 1.783 2.130 3.129
H 0.397 3.952 -1.008
H -0.091 0.561 -3.749
C 0.159 -0.447 -3.457
C 2.848 1.501 0.468
H -0.391 -4.438 0.439
N -0.107 -0.566 2.329
H 0.216 0.499 4.041
C -0.164 -1.751 2.980
H -0.075 2.886 1.224
H 1.036 -4.052 -2.445
N 1.538 1.567 1.093
H -4.988 -0.170 1.838
C -0.417 -2.106 0.640
H 0.301 -0.052 0.346
H -0.619 1.402 2.751
C -4.246 1.099 0.269
C -3.113 1.437 -0.451
O 2.047 2.867 -1.373
H -0.834 -0.294 -1.592

SMILES: O=C1C(=O)N(CCN2CCOCC2)[C@H](c2ccccn2)/C1=C(/O)c1ccc(Cl)cc1
Relative energy (zero: lowest compared OMol25 entry of this formula, charge and spin) in eV: 1.507
F_max in eV/Å: 0.9
2S+1: 1
M in g mol⁻¹: 427.9
Orbital gap in eV: 8.03
E in eV: -48354.0110
E_HOMO in eV: -8.702
E_LUMO in eV: -0.67

Below is a molecular structure, C22H22CuN6O in a non-equilibrium geometry, with properties calculated with the ωB97M-V functional and the def2-TZVPD basis.

Atoms and positions in Å:
N -0.385 3.082 1.412
C 2.964 -3.747 1.321
C -0.826 1.827 1.181
C 0.876 3.209 0.791
C -1.056 -1.906 2.051
C -2.326 -1.143 2.139
H 4.179 2.495 -1.006
H 2.382 -2.426 -0.242
Cu -0.704 -0.650 -0.435
N -0.229 -1.832 1.018
N 0.016 1.111 0.471
N -2.400 -0.089 1.115
C 2.302 1.686 -0.449
C 3.226 2.687 -0.544
C 0.596 -3.271 2.573
C -2.714 0.762 -2.051
H 3.730 4.735 -0.037
H -0.651 0.795 -5.239
H 3.922 -3.947 0.878
H -2.894 1.931 -5.204
H 0.508 -2.078 -2.197
C 0.600 -0.368 -3.139
C 2.965 3.967 0.003
H 2.516 0.688 -0.806
H -4.232 1.823 -3.087
C -0.765 0.241 -3.191
N -0.625 -2.753 2.993
H 1.207 -4.620 4.146
H 1.385 0.391 -3.122
C 1.806 4.256 0.689
H 0.756 -1.004 -4.003
C -3.241 1.391 -3.161
C 2.104 -2.892 0.687
H -2.935 1.932 1.053
C 2.661 -4.396 2.535
H -3.335 -0.128 0.740
O 0.755 -1.171 -1.957
H -1.104 -2.971 3.849
H -3.297 0.681 -1.156
H -2.453 -0.757 3.164
C 0.880 -2.673 1.345
H 3.391 -5.060 2.976
C 1.116 1.957 0.210
C -1.247 0.835 -4.345
H 1.636 5.212 1.134
H -3.140 -1.825 1.976
H -0.877 3.805 1.908
H -2.325 1.426 2.645
C -2.189 1.317 1.562
C -2.497 1.421 -4.324
N -1.503 0.201 -2.070
C 1.471 -4.155 3.197

F_max in eV/Å: 1.0
Charge: +2
2S+1: 2
⟨S²⟩: 0.752
M in g mol⁻¹: 450.0
Orbital gap (spin up / spin down) in eV: 8.72 / 6.73
E in eV: -78787.2512
E_HOMO (spin up / spin down) in eV: -14.164 / -14.160
E_LUMO (spin up / spin down) in eV: -5.45 / -7.43